Density functional theory data (ωB97M-V with the def2-TZVPD basis set) for C7H11N in the gas phase at a distorted geometry.

Each line ends with the Löwdin charge.
CARTESIAN COORDINATES (ANGSTROEM)
C1 -1.48137 -1.21046 -0.64707  -0.05
C2 -0.31182 -0.63107 0.08871  -0.40
C3 -0.25436 0.85706 0.81344  -0.16
C4 1.32548 0.74675 0.77589  -0.11
C5 1.10817 0.02185 -0.50236  -0.23
C6 0.40260 1.03349 -1.35174  -0.06
C7 -0.58629 1.46801 -0.50813  -0.09
H1 -2.02183 -0.52901 -1.22047  0.04
H2 -1.10414 -1.88955 -1.43135  0.10
H3 -2.22010 -1.67823 0.05752  0.10
H4 -0.71764 -1.82772 1.79491  0.08
H5 0.84715 -1.67953 1.52039  0.03
H6 -0.90076 1.01885 1.69570  0.14
H7 1.84436 0.35235 1.65471  0.10
H8 1.87496 1.73158 0.60846  0.13
H9 1.81028 -0.63410 -1.07874  0.15
H10 0.69505 1.27871 -2.39710  0.12
H11 -1.21053 2.29244 -0.63431  0.08
N1 -0.01590 -1.73565 1.05969  0.05

Calculated values
HOMO-LUMO gap, eV: 9.3
SMILES: C[C@]1(N)[C@@H]2C=C[C@H]1C2
2S+1: 1
LUMO, eV: 1.0920
HOMO, eV: -8.2234
Relative energy (zero: lowest compared OMol25 entry of this formula, charge and spin), kcal/mol: 83.84

Density functional theory data (ωB97M-V with the def2-TZVPD basis set) for 2 unconnected molecules or ions with the total composition C4H14N3 at a distorted geometry.

Each line ends with the Löwdin charge.
CARTESIAN COORDINATES (ANGSTROEM)
C1 -1.55094 1.70508 1.13449  -0.16
C2 -2.38492 0.64653 1.83996  -0.16
H1 -2.08757 2.65500 1.21097  0.08
H2 -0.49566 1.73590 1.59632  0.09
H3 -1.20398 1.51765 0.16265  -0.01
H4 -3.07552 1.09735 2.63018  0.10
H5 -2.98822 0.05875 1.15949  0.06
H6 -1.91270 0.01061 2.52187  0.03
C3 2.38424 0.54723 -0.24584  -0.11
C4 0.41782 -0.75836 -0.75437  -0.35
N1 1.07336 0.42413 -0.71125  -0.01
N2 0.86086 -1.77390 0.04760  0.21
N3 -0.58783 -0.99508 -1.69282  0.21
H7 0.45414 1.24983 -0.78203  0.15
H8 1.76049 -1.89175 0.57822  0.15
H9 0.51644 -2.68113 -0.14602  0.11
H10 -0.59121 -0.43053 -2.51284  0.11
H11 -1.44516 -1.48311 -1.59873  0.11
H12 2.73782 1.66498 -0.22206  0.13
H13 3.20284 0.01926 -0.86289  0.12
H14 2.50638 0.04822 0.91475  0.15

Calculated values
HOMO-LUMO gap, eV: 11.1
Net charge: +1
2S+1: 1
LUMO, eV: -3.6034
HOMO, eV: -14.6706
Relative energy (zero: lowest compared OMol25 entry of this formula, charge and spin), kcal/mol: 44.87

Density functional theory data (ωB97M-V with the def2-TZVPD basis set) for a gas-phase ion, C4H12NS (charge +1) at a distorted geometry.

Each line ends with the Löwdin charge.
CARTESIAN COORDINATES (ANGSTROEM)
C1 -2.58657 -0.36620 -0.48095  -0.06
C2 -1.16134 -0.01953 -0.18973  -0.38
C3 -0.36816 -0.79877 0.88604  -0.21
C4 1.17234 -0.75994 0.64782  -0.53
S1 1.69084 1.00275 0.49296  0.79
N1 -0.52539 0.01299 -1.57921  0.17
H1 -2.69749 -1.27708 -1.10843  0.10
H2 -3.04415 0.44964 -1.05048  0.10
H3 -3.15623 -0.84264 0.34828  0.11
H4 -1.06194 1.12117 0.09320  0.16
H5 -0.48044 -0.30756 1.85044  0.12
H6 -0.70304 -1.86198 0.96339  0.14
H7 1.54562 -1.37540 -0.18431  0.06
H8 1.64116 -1.57705 1.25388  0.11
H9 2.73595 1.29184 1.17376  -0.17
H10 -1.22346 -0.21969 -2.31057  0.17
H11 0.17455 -0.76631 -1.67753  0.17
H12 0.07537 0.87465 -1.65020  0.15

Calculated values
HOMO-LUMO gap, eV: 9.9
SMILES: C[C@H]([NH3+])CCS
Net charge: +1
2S+1: 1
LUMO, eV: -3.3749
HOMO, eV: -13.3032
Relative energy (zero: lowest compared OMol25 entry of this formula, charge and spin), kcal/mol: 38.56

Density functional theory data (ωB97M-V with the def2-TZVPD basis set) for a molecular structure, C36H59N6O4S2SiTi at a distorted geometry.

Each line ends with the Löwdin charge.
CARTESIAN COORDINATES (ANGSTROEM)
Ti1 0.45031 -0.42351 1.14237  0.93
C1 -2.03457 3.85949 -3.07986  -0.01
C2 -1.54714 3.76599 -1.64019  -0.60
C3 -0.39594 4.73069 -1.39474  0.00
C4 -2.70213 4.04542 -0.68944  -0.01
O1 -1.06347 2.41489 -1.34290  -0.15
Si1 -0.67306 1.19837 -2.33052  -0.01
S1 0.77470 0.07709 -1.02897  0.62
O2 0.03020 1.55000 -3.69946  -0.12
C5 1.25103 1.71897 -4.47833  -0.60
C6 0.79290 2.11102 -5.87446  0.00
C7 2.08293 2.82260 -3.84323  -0.01
C8 2.01869 0.40306 -4.48567  -0.02
O3 -1.87718 0.13357 -2.47321  -0.16
C9 -2.53841 -0.47715 -3.63377  -0.59
C10 -3.21237 0.62449 -4.43781  -0.01
C11 -3.56827 -1.44253 -3.06605  -0.02
C12 -1.51731 -1.22732 -4.47766  -0.01
H1 -2.37336 4.87322 -3.28786  0.11
H2 -2.86946 3.17524 -3.24719  0.08
H3 -1.23157 3.61870 -3.77730  0.08
H4 -0.01643 4.62749 -0.37674  0.08
H5 -0.73457 5.75761 -1.53165  0.11
H6 0.41834 4.54121 -2.09470  0.07
H7 -3.10385 5.03792 -0.89176  0.10
H8 -2.37563 4.02543 0.35015  0.08
H9 -3.50313 3.31804 -0.83348  0.10
H10 0.29719 3.08190 -5.85182  0.09
H11 0.09083 1.37352 -6.26401  0.09
H12 1.64288 2.17066 -6.55338  0.11
H13 1.52419 3.75808 -3.81465  0.08
H14 2.98472 2.98336 -4.43257  0.11
H15 2.37520 2.54654 -2.82546  0.08
H16 1.47652 -0.36665 -5.03358  0.09
H17 2.18094 0.05879 -3.46207  0.04
H18 2.98805 0.54502 -4.96157  0.10
H19 -3.97907 1.12146 -3.84163  0.10
H20 -3.68708 0.20261 -5.32311  0.11
H21 -2.47383 1.35976 -4.76318  0.08
H22 -4.21684 -0.93956 -2.34657  0.10
H23 -3.08249 -2.29636 -2.59052  0.07
H24 -4.19077 -1.82318 -3.87486  0.11
H25 -0.86568 -0.52926 -4.99933  0.07
H26 -2.03315 -1.83154 -5.22330  0.11
H27 -0.91195 -1.89055 -3.85484  0.08
C13 0.02990 -3.92783 1.13269  -0.05
N1 -0.10146 -2.80825 0.17577  -0.27
C14 0.49402 -3.22844 -1.10915  -0.08
C15 -1.52874 -2.57373 -0.10357  -0.20
C16 -2.22842 -2.11112 1.13962  -0.15
N2 -1.68530 -0.80094 1.59898  -0.30
C17 -2.41040 0.24103 0.81834  -0.05
C18 -2.07571 -0.70466 3.02953  -0.08
H28 -0.65583 -4.74100 0.87551  0.12
H29 -0.17512 -3.60766 2.15331  0.08
H30 1.03854 -4.32669 1.09365  0.08
H31 -0.12381 -4.00134 -1.57529  0.12
H32 1.48451 -3.64557 -0.95635  0.08
H33 0.56323 -2.37772 -1.78354  0.04
H34 -2.00426 -3.49527 -0.45715  0.15
H35 -1.60269 -1.83060 -0.89948  0.09
H36 -2.10691 -2.84856 1.93036  0.12
H37 -3.29960 -2.00963 0.95488  0.15
H38 -3.44961 0.30198 1.15163  0.13
H39 -2.40878 -0.01427 -0.23797  0.07
H40 -1.94628 1.21654 0.90890  0.06
H41 -3.16103 -0.79976 3.11491  0.12
H42 -1.77485 0.23100 3.47688  0.04
H43 -1.61645 -1.51321 3.59529  0.09
N3 2.45507 -2.69336 4.24947  0.18
C19 1.67199 -2.54645 5.42663  -0.23
C20 1.73039 -3.50398 6.42538  0.01
C21 0.93323 -3.35894 7.55276  -0.03
C22 0.07125 -2.28013 7.67108  -0.03
C23 -0.00170 -1.32739 6.66048  -0.06
C24 0.81486 -1.46324 5.55307  -0.43
S2 0.87905 -0.23546 4.27292  1.06
N4 1.21225 -1.25465 2.91199  -0.34
C25 2.11280 -2.19836 3.06627  -0.32
C26 2.81190 -2.66138 1.84760  -0.21
C27 3.67553 -3.74491 1.80953  0.03
C28 4.38596 -3.98771 0.64021  0.01
C29 4.21103 -3.13820 -0.43858  0.01
C30 3.28528 -2.10881 -0.32982  -0.12
N5 2.59241 -1.87751 0.78330  0.05
H44 3.19846 -3.37337 4.29912  0.16
H45 2.40199 -4.34965 6.33023  0.13
H46 0.99335 -4.09472 8.34282  0.13
H47 -0.53993 -2.16903 8.55609  0.13
H48 -0.65618 -0.47045 6.75601  0.12
H49 3.79325 -4.41307 2.65226  0.13
H50 5.06862 -4.82483 0.57846  0.14
H51 4.77090 -3.27556 -1.35325  0.14
H52 3.08609 -1.43914 -1.16000  0.10
O4 2.38294 0.63218 1.37218  -0.20
C31 2.38431 2.02610 1.04099  -0.14
C32 1.31058 2.61746 1.88230  -0.25
C33 1.49920 3.83637 2.50992  0.03
C34 0.49398 4.35197 3.30849  0.01
C35 -0.68411 3.62882 3.41207  0.00
C36 -0.79140 2.42631 2.74401  -0.14
N6 0.18808 1.88284 2.00246  0.06
H53 3.09560 0.20394 0.88708  0.10
H54 2.14806 2.15861 -0.02005  0.10
H55 3.35226 2.47372 1.25850  0.15
H56 2.43245 4.36642 2.37579  0.14
H57 0.62279 5.28834 3.83475  0.14
H58 -1.51664 3.98714 4.00102  0.13
H59 -1.73185 1.90123 2.79958  0.09

Calculated values
HOMO-LUMO gap, eV: 6.2
Net charge: +3
2S+1: 1
LUMO, eV: -9.7052
HOMO, eV: -15.8634
Relative energy (zero: lowest compared OMol25 entry of this formula, charge and spin), kcal/mol: 20.65